Here is the molecule C24H22N2OS from the OMol25 dataset. Energies are from ωB97M-V/def2-TZVPD.

**Kohn-Sham gap**: 9.0 eV
**SMILES string**: O=C(CCCc1nc2ccccc2s1)NC(c1ccccc1)c1ccccc1
**HOMO level**: -8.6 eV
**Lowest unoccupied orbital energy**: 0.462 eV
**Spin multiplicity**: 1
**Total energy**: -1510.74920 Ha
**Largest force on an atom**: 1.09 eV Å⁻¹

Each line ends with the Löwdin charge.
Element x y z (Å)
O  -0.33958  -2.37768  -2.05814  0.058
C  -0.41225  -2.38513  -0.84578  -0.508
C  0.14197  -3.53214  -0.01181  -0.107
C  1.57313  -3.88355  -0.43404  -0.175
C  2.64016  -3.30018  0.50275  -0.186
C  2.66227  -1.81778  0.55450  -0.543
N  3.44619  -1.07809  -0.12179  0.122
C  3.32320  0.24724  0.17774  -0.319
C  4.08093  1.28138  -0.36107  -0.024
C  3.87048  2.56574  0.09321  -0.095
C  2.90962  2.83784  1.06389  -0.103
C  2.13888  1.82910  1.60734  -0.095
C  2.35664  0.53717  1.16580  -0.463
S  1.61440  -0.93933  1.69426  1.082
N  -1.01713  -1.40974  -0.14066  0.105
C  -1.72040  -0.29979  -0.76904  -0.207
C  -3.01214  -0.03624  -0.03899  -0.190
C  -3.03227  0.13816  1.34107  -0.055
C  -4.22362  0.37633  2.00268  -0.078
C  -5.41069  0.44724  1.29348  -0.090
C  -5.39912  0.28142  -0.08055  -0.077
C  -4.20711  0.04025  -0.74134  -0.022
C  -0.82389  0.92356  -0.89050  -0.151
C  -1.10859  2.13527  -0.27889  -0.029
C  -0.27881  3.22731  -0.47215  -0.084
C  0.84076  3.12070  -1.27656  -0.104
C  1.13696  1.91061  -1.88098  -0.077
C  0.31131  0.81987  -1.68832  -0.020
H  0.09250  -3.30581  1.05407  0.095
H  -0.51262  -4.38439  -0.20898  0.126
H  1.73464  -3.52156  -1.45111  0.117
H  1.70420  -4.96662  -0.43999  0.112
H  2.47635  -3.68623  1.51216  0.112
H  3.62190  -3.62782  0.15502  0.121
H  4.82149  1.05662  -1.11176  0.114
H  4.45962  3.37631  -0.30896  0.104
H  2.76546  3.85286  1.40162  0.107
H  1.39455  2.03716  2.35994  0.110
H  -0.99615  -1.42858  0.86597  0.092
H  -1.93826  -0.64044  -1.79030  0.153
H  -2.10990  0.10317  1.90525  0.114
H  -4.22482  0.51026  3.07466  0.103
H  -6.34032  0.63294  1.81057  0.101
H  -6.32121  0.33733  -0.63995  0.103
H  -4.20227  -0.09017  -1.81369  0.117
H  -1.98943  2.24053  0.33702  0.106
H  -0.51645  4.16785  0.00359  0.104
H  1.47760  3.97776  -1.43750  0.105
H  2.00898  1.81844  -2.51093  0.109
H  0.53283  -0.11908  -2.17280  0.111